1.
An isolated molecule of C6H12N2 at a distorted geometry, computed with the ωB97M-V functional and the def2-TZVPD basis.

Each line ends with the natural charge from an NBO analysis.
Atoms and positions in Å:
C (1.66378, 1.26209, 0.56777)  -0.5445
C (0.50787, 0.75222, 1.02616)  0.1835
N (0.18700, 0.78765, 2.39006)  -0.8164
C (-0.46670, 0.06504, 0.17059)  -0.1883
C (-1.93067, 0.26359, 0.51201)  -0.6434
C (-0.14402, -0.67017, -0.91464)  0.2701
C (1.36616, -0.69666, -1.58527)  -0.6708
N (-1.03568, -1.49251, -1.55770)  -0.8273
H (1.89982, 1.01079, -0.53763)  0.2143
H (2.32592, 1.78763, 1.24178)  0.1943
H (-0.79042, 0.85797, 2.62769)  0.3721
H (0.75314, 1.41612, 2.93706)  0.3738
H (-2.55973, 0.25767, -0.37732)  0.2232
H (-2.28086, -0.51134, 1.20239)  0.2037
H (-2.09527, 1.22855, 0.98595)  0.2129
H (1.45194, -1.64614, -2.10997)  0.1985
H (2.21485, -0.76674, -0.91122)  0.2454
H (1.40035, 0.06844, -2.36726)  0.2255
H (-1.79127, -1.88104, -1.02062)  0.3875
H (-0.67619, -2.09317, -2.27983)  0.3862

Calculated values
- electronic energy (eV) = -9395.36836
- SMILES string = C=C(N)/C(C)=C(\C)N
- Kohn-Sham gap (Ha) = 0.298
- relative energy (zero: lowest compared OMol25 entry of this formula, charge and spin) (eV) = 1.481
- LUMO level (eV) = 0.968

***

2.
A structure of composition C20H46CeO2P4 at a distorted geometry, computed with the ωB97M-V functional and the def2-TZVPD basis.

Each line ends with the Mulliken charge.
Atoms and positions in Å:
Ce (0.14517, 0.09884, 0.84704)  0.1971
P (0.70884, -2.32149, -0.61386)  0.7230
P (2.88452, 0.07513, 1.59197)  0.9112
P (-2.50018, 0.66188, -0.05260)  1.1692
H (1.81765, 2.43104, -0.12808)  0.4817
C (0.75454, 2.55965, 0.10098)  -0.4777
C (0.27394, 2.74334, 1.37834)  -0.5786
H (0.92086, 2.75132, 2.26413)  0.2479
C (1.43525, -2.09736, -2.27081)  -0.2356
C (1.83206, -3.64565, -0.03349)  -1.2408
C (-0.79793, -3.26109, -1.10480)  -1.0947
C (3.47649, 1.57199, 2.46241)  -1.3008
C (3.42973, -1.26073, 2.71572)  -1.1654
C (4.03735, -0.06520, 0.18436)  -1.2905
C (-3.20507, 2.31897, 0.25091)  -1.3740
C (-3.88430, -0.49245, 0.23546)  -1.2084
C (-2.43293, 0.69271, -1.85480)  -1.2644
H (0.12523, 2.61545, -0.79746)  0.4637
H (-0.77488, 2.96591, 1.60753)  0.2846
H (1.45563, -3.05733, -2.80756)  0.4864
H (2.45078, -1.67993, -2.20308)  0.3616
H (0.83407, -1.36965, -2.83000)  -0.2073
H (1.76233, -4.48380, -0.74796)  0.4835
H (1.55051, -3.96669, 0.98180)  0.3882
H (2.86318, -3.25191, 0.00890)  0.3524
H (-0.48728, -4.20181, -1.59184)  0.4707
H (-1.41348, -2.65440, -1.79586)  0.3006
H (-1.41551, -3.47340, -0.21699)  0.3735
H (4.55526, 1.68559, 2.28913)  0.4401
H (3.26973, 1.47129, 3.53610)  0.3894
H (2.93774, 2.45565, 2.08980)  0.4043
H (4.53033, -1.28045, 2.73612)  0.4523
H (3.04685, -2.22937, 2.36404)  0.2479
H (3.03484, -1.07446, 3.72185)  0.3362
H (5.06196, -0.10198, 0.57732)  0.4703
H (3.91529, 0.80981, -0.46999)  0.3796
H (3.81253, -0.96599, -0.40412)  0.2923
H (-3.94470, 2.55856, -0.52089)  0.4382
H (-2.40424, 3.07074, 0.23553)  0.3484
H (-3.67767, 2.34124, 1.23939)  0.4128
H (-4.75125, -0.19532, -0.37228)  0.4425
H (-4.15234, -0.47668, 1.30025)  0.3789
H (-3.58362, -1.51692, -0.03105)  0.3366
H (-3.40992, 0.89083, -2.30544)  0.4010
H (-2.04511, -0.24669, -2.25353)  0.4262
H (-1.72378, 1.46227, -2.16746)  0.0715
C (-0.72480, 0.87021, -4.90134)  1.2193
C (0.10842, 0.50984, -5.97402)  -0.9719
C (0.17031, 1.39408, -7.05769)  -0.4200
C (-0.56999, 2.58240, -7.06548)  -0.6526
C (-1.45309, 2.87487, -6.01501)  -0.4513
C (-1.58082, 1.97654, -4.94658)  -0.4331
O (-0.65690, 0.24425, -3.68079)  -0.3678
H (-0.03484, -0.52141, -3.61554)  -0.1875
H (0.71156, -0.40180, -5.90628)  0.3117
H (0.80174, 1.14302, -7.90320)  0.3842
H (-0.46633, 3.29751, -7.89028)  0.3868
H (-2.03882, 3.80549, -5.99594)  0.3852
H (-2.25044, 2.17411, -4.10558)  0.2912
C (-2.51649, -0.94532, 4.58525)  -1.0727
P (-0.79122, -0.56243, 4.40665)  0.8402
C (-0.40571, 0.91793, 5.35771)  -1.1099
C (0.20941, -1.92993, 4.96838)  -0.8920
O (-0.47075, -0.26200, 2.91964)  -0.1974
H (-3.09569, -0.27435, 3.92564)  0.2552
H (-2.84148, -0.82597, 5.63188)  0.4340
H (-2.68049, -1.98654, 4.26217)  0.3616
H (-0.70926, 0.80103, 6.40598)  0.4394
H (0.66843, 1.13432, 5.31649)  0.2932
H (-0.92595, 1.77978, 4.92786)  0.3383
H (-0.23425, -2.85208, 4.57156)  0.3676
H (1.22842, -1.82736, 4.56941)  0.0972
H (0.23059, -1.97767, 6.06399)  0.4257

Calculated values
- electronic energy (eV) = -75641.67452
- Kohn-Sham gap (alpha / beta) (Ha) = 0.170 / 0.171
- 2S+1 = 2
- relative energy (zero: lowest compared OMol25 entry of this formula, charge and spin) (eV) = 0.542
- net charge = +3
- LUMO level (alpha / beta) (eV) = -9.965 / -9.924
- ⟨S²⟩ = 0.7509

***

3.
A cluster of 2 separate species, C4H11N2S in total at a distorted geometry, computed with the ωB97M-V functional and the def2-TZVPD basis.

Each line ends with the natural charge from an NBO analysis.
Atoms and positions in Å:
C (1.00612, -1.92860, 1.53654)  -0.6142
C (1.93619, -0.94199, 2.23928)  -0.5276
S (1.69843, 0.75990, 1.74257)  -0.6446
H (-0.06050, -1.72183, 1.80959)  0.1949
H (1.22515, -2.99636, 1.82450)  0.1698
H (1.10455, -1.82124, 0.43729)  0.2033
H (2.98439, -1.26426, 2.02551)  0.1683
H (1.78227, -0.99047, 3.32378)  0.1771
C (-2.18457, 0.93981, -2.51924)  -0.4302
N (0.23061, 1.14573, -0.90542)  -0.8849
C (-1.06257, 1.19390, -0.43224)  0.3130
N (-2.12561, 1.42922, -1.14180)  -0.6092
H (-2.88933, 1.58472, -3.11463)  0.1774
H (-2.59990, -0.10238, -2.53941)  0.1803
H (-1.19858, 0.91844, -3.04069)  0.1521
H (0.37649, 1.65248, -1.76671)  0.3681
H (0.93200, 1.06361, -0.11861)  0.4231
H (-1.15513, 1.07933, 0.63970)  0.1833

Calculated values
- electronic energy (eV) = -18142.18000
- Kohn-Sham gap (Ha) = 0.252
- relative energy (zero: lowest compared OMol25 entry of this formula, charge and spin) (eV) = 0.918
- net charge = -1
- LUMO level (eV) = 3.882

***

4.
An isolated molecule of C9H16N2O2 at a distorted geometry, computed with the ωB97M-V functional and the def2-TZVPD basis.

Each line ends with the natural charge from an NBO analysis.
Atoms and positions in Å:
C (-1.80824, -2.04727, -0.77726)  0.6732
C (2.79787, 1.09970, 1.22374)  -0.4108
C (3.18188, -0.42069, 1.21155)  -0.4356
C (-0.96496, 0.26947, -1.27511)  -0.4554
C (1.75279, 1.36445, 0.09720)  -0.2093
C (0.56335, -0.16740, -1.45440)  -0.1822
C (2.27881, -0.96062, 0.16402)  -0.0935
C (-1.63383, -0.69628, -0.38996)  0.0740
C (-2.65591, 0.80313, 1.37740)  -0.4038
N (1.48448, -0.01255, -0.46312)  -0.3877
N (-1.79092, -0.24476, 0.89332)  -0.5582
O (-2.71611, -2.63424, 0.07949)  -0.7255
O (-1.42301, -2.72375, -1.71247)  -0.6221
H (2.28569, 1.28453, 2.15487)  0.2073
H (3.67592, 1.75412, 1.08071)  0.2173
H (4.28755, -0.50398, 0.75400)  0.1916
H (3.14799, -0.88613, 2.17436)  0.2162
H (-0.93207, 1.32620, -1.02772)  0.2142
H (-1.23250, 0.22668, -2.32006)  0.2305
H (0.86713, 1.86070, 0.42244)  0.1933
H (2.16047, 1.87470, -0.78220)  0.1826
H (0.54435, -1.20397, -1.90343)  0.2392
H (0.98605, 0.54883, -2.23888)  0.1703
H (2.16119, -1.98230, -0.18282)  0.1977
H (-3.66675, 0.42622, 1.64100)  0.2008
H (-2.12094, 1.22628, 2.37174)  0.1918
H (-2.61054, 1.65351, 0.73730)  0.2049
H (-1.80466, -0.98286, 1.56650)  0.3853
H (-2.75814, -3.59068, -0.11306)  0.4940

Calculated values
- electronic energy (eV) = -16663.96573
- Kohn-Sham gap (alpha / beta) (Ha) = 0.182 / 0.291
- relative energy (zero: lowest compared OMol25 entry of this formula, charge and spin) (eV) = 5.342
- LUMO level (alpha / beta) (eV) = -0.327 / 0.728

***

5.
A structure of composition C7H8CrN2O4S at a distorted geometry, computed with the ωB97M-V functional and the def2-TZVPD basis.

Each line ends with the natural charge from an NBO analysis.
Atoms and positions in Å:
Cr (0.01842, -0.42416, 1.25741)  0.1618
C (-1.12287, -0.24835, 2.67553)  0.5916
O (-1.88679, -0.10647, 3.55541)  -0.1727
C (1.36404, -1.47830, 1.96496)  0.5829
O (2.34995, -2.08500, 2.04929)  -0.1863
C (1.37543, 0.89947, 1.45615)  0.5581
O (2.23771, 1.68188, 1.37307)  -0.2064
C (-0.40677, -2.06543, 0.39187)  0.5582
O (-0.56850, -2.98605, -0.30402)  -0.2092
C (2.40746, -0.27914, -3.15111)  -0.2385
H (1.75984, -0.76560, -3.88502)  0.2297
H (2.66216, 0.76575, -3.34805)  0.2298
C (2.92826, -0.94548, -2.12117)  -0.3435
H (3.52799, -0.44032, -1.35723)  0.2057
H (2.62985, -1.97335, -1.89183)  0.2057
N (-2.13827, 2.41899, 0.48026)  -0.6833
C (-2.06748, 1.16880, 0.03729)  0.3140
N (-3.16966, 0.42606, -0.08785)  -0.6875
S (-0.54457, 0.59284, -0.64496)  0.2721
H (-2.92873, 2.76938, 1.02204)  0.4641
H (-1.27079, 2.92879, 0.63741)  0.4454
H (-3.09271, -0.53467, -0.41078)  0.4438
H (-4.06398, 0.68036, 0.30134)  0.4645

Calculated values
- electronic energy (eV) = -57778.55011
- Kohn-Sham gap (alpha / beta) (Ha) = 0.134 / 0.127
- 2S+1 = 4
- relative energy (zero: lowest compared OMol25 entry of this formula, charge and spin) (eV) = 2.636
- net charge = +3
- LUMO level (alpha / beta) (eV) = -15.911 / -16.022
- ⟨S²⟩ = 3.8156